Record 1
{"formula": "C24H27ClFN5O2", "method": "ωB97M-V/def2-TZVPD", "homo_energy_ev": -8.7091, "charge": 0, "smiles": "CCN(CC)CCNC(=O)c1ccc(NC(=O)c2c(C)nn(-c3ccc(F)cc3)c2Cl)cc1", "species": ["H", "N", "C", "H", "H", "N", "C", "C", "F", "H", "C", "H", "N", "C", "H", "H", "H", "H", "H", "C", "H", "O", "H", "H", "H", "O", "H", "H", "H", "N", "C", "C", "C", "H", "C", "H", "H", "C", "C", "C", "N", "C", "C", "C", "H", "C", "C", "Cl", "C", "C", "H", "C", "C", "H", "H", "C", "H", "H", "H", "C"], "xyz": [[3.035560, -0.930225, -4.377081], [2.578994, 0.903703, -3.535080], [2.431480, -0.052226, -4.616586], [5.192331, 0.469957, -4.525599], [-2.403407, -4.273957, 0.118091], [-0.557620, 0.871351, 2.521030], [0.964782, -0.488506, -4.724150], [2.092642, 2.244307, -3.831330], [-1.189837, 5.791246, 0.159217], [2.764274, 0.341373, -5.589863], [5.080160, 1.195741, -3.723923], [4.984004, 2.184880, -4.165978], [0.324821, 0.761165, 3.524896], [0.946007, 2.627448, -2.894938], [2.896261, 2.980013, -3.718948], [-1.526206, -4.328581, 2.385473], [0.997369, -2.000344, 1.355373], [0.799816, -0.343236, -2.668199], [-0.381383, 3.161068, 3.713825], [-1.285789, -3.327710, -1.439892], [-1.357560, 3.547208, -1.108712], [-1.154700, -3.152216, 4.448864], [0.344029, 0.347236, -5.064874], [0.596892, -1.657608, 5.665639], [-0.660904, 5.410813, 2.664980], [-0.262379, -2.952551, -4.094170], [0.853562, -1.318379, -5.424680], [-1.052262, 1.319366, -0.081582], [3.806684, 1.561351, -2.019240], [0.508357, -0.935526, -3.431773], [0.306684, -0.488264, 3.932826], [3.860165, 0.862142, -2.858381], [-0.607211, 3.263044, 2.664893], [-1.889920, -3.724026, -2.241617], [-1.565466, -3.637229, -0.125738], [1.552690, -0.152152, 5.604592], [0.636488, 3.651850, -3.087592], [-0.616746, -1.244703, 3.163145], [0.334072, -2.342008, 0.575939], [-1.154239, -0.324559, 2.279860], [-1.099255, -3.424118, 2.223895], [-0.737563, 2.112183, 1.891887], [-0.776894, -3.118543, 0.900100], [1.170374, -0.988942, 5.028191], [3.983550, -0.144314, -2.444668], [-0.225592, -2.485196, -1.761864], [-0.755700, 4.507009, 2.085004], [-2.439453, -0.519828, 1.175734], [0.013787, -2.171235, -3.202932], [-1.153553, 3.449646, -0.054903], [5.979358, 1.178418, -3.113915], [-0.962631, -2.666236, 3.353138], [0.594610, -2.015644, -0.740467], [1.265711, 2.551232, -1.858060], [2.011427, -1.548962, 4.619941], [-0.991723, 2.206201, 0.527722], [0.093032, 1.970438, -3.044525], [1.746539, 2.297088, -4.868088], [1.467561, -1.419315, -0.965359], [-1.037115, 4.581615, 0.731493]], "forces_ev_per_angstrom": [[0.003, -0.009, -0.044], [0.030, -0.087, -0.084], [-0.308, -0.029, -0.058], [0.061, -0.058, -0.099], [-0.121, -0.027, 0.031], [-0.270, -1.028, -0.123], [0.230, -0.080, -0.145], [-0.285, 0.067, 0.260], [0.004, -0.040, 0.029], [0.041, -0.046, 0.052], [-0.308, -0.044, 0.160], [0.046, 0.102, -0.067], [0.645, 0.297, 0.474], [0.278, 0.098, -0.258], [0.012, -0.042, -0.108], [0.082, 0.156, 0.096], [0.056, -0.002, 0.013], [-0.062, -0.120, 0.038], [0.007, 0.020, 0.083], [0.161, 0.074, -0.118], [-0.011, 0.028, -0.118], [0.075, 0.011, 0.180], [0.039, -0.058, -0.081], [0.043, -0.011, 0.071], [0.007, 0.097, 0.047], [-0.101, -0.237, -0.120], [-0.031, 0.145, 0.015], [0.026, -0.054, -0.057], [0.031, -0.087, 0.054], [0.189, 0.282, 0.031], [-0.512, -0.176, -0.397], [0.250, 0.017, -0.015], [-0.084, -0.212, -0.096], [-0.041, -0.047, -0.074], [0.117, 0.070, 0.168], [0.059, 0.032, 0.059], [-0.130, 0.155, 0.049], [-0.127, 0.552, -0.066], [0.014, -0.171, 0.092], [0.042, -0.058, 0.358], [-0.256, -0.563, 0.060], [-0.068, 0.759, -0.281], [0.292, 0.067, -0.524], [0.030, 0.014, 0.052], [0.007, 0.085, 0.080], [-0.046, -0.210, 0.164], [-0.044, 0.074, -0.259], [-0.059, 0.031, 0.119], [-0.088, 0.180, 0.058], [-0.020, 0.292, 0.099], [0.140, 0.006, 0.015], [-0.116, 0.083, -0.085], [-0.182, -0.025, -0.117], [0.015, 0.000, 0.121], [0.072, -0.042, 0.034], [0.097, -0.038, 0.233], [-0.137, -0.095, -0.005], [0.085, 0.026, 0.002], [0.093, 0.060, -0.037], [0.028, -0.186, 0.041]]}

Record 2
{"formula": "C24H27F18N4O3S", "method": "ωB97M-V/def2-TZVPD", "homo_energy_ev": -10.5478, "charge": 1, "smiles": "N/C(N(CCOC=O)CCC(=O)Nc1ccccc1)=[N+](\\CCCC(F)(F)C(F)(F)F)CCC(F)(F)C(F)(F)C(F)(F)C(F)(F)S(F)(F)(F)(F)F", "species": ["C", "C", "C", "F", "O", "C", "C", "F", "C", "C", "C", "F", "H", "O", "F", "C", "H", "F", "F", "F", "C", "H", "H", "F", "H", "F", "F", "H", "F", "H", "F", "H", "C", "F", "H", "H", "F", "H", "F", "C", "H", "C", "C", "H", "H", "N", "H", "H", "C", "C", "H", "H", "C", "O", "C", "N", "H", "H", "H", "S", "H", "C", "N", "C", "C", "C", "C", "C", "N", "F", "H", "H", "H", "F", "F", "H", "H"], "xyz": [[4.175126, 2.863238, -2.388954], [-3.270399, -4.954784, 0.064990], [-1.591886, -0.920362, -3.256869], [3.368910, 2.689051, -4.780245], [-1.693094, -0.667754, -4.492559], [2.518912, -3.468302, 3.677169], [0.822162, -1.552644, 2.748075], [4.778052, -4.527119, 3.797621], [-1.675936, -3.016069, -1.974301], [-0.919067, -4.050876, -1.053083], [-4.474241, 1.339997, 2.578671], [1.916826, -0.674007, 2.929750], [-4.022189, 1.897573, -1.049300], [-5.176556, 1.829436, 3.505510], [2.332557, -4.778654, 4.245060], [-3.224615, -3.023983, -1.866234], [3.420240, 2.555597, 0.362338], [4.953706, 4.049058, -2.634227], [5.455892, -3.677377, 1.733217], [4.657331, -2.231038, 3.376146], [-0.254756, 0.374350, 1.241154], [-2.370115, -0.281612, -1.163028], [-0.494729, 1.531623, -2.514974], [2.769627, -2.636656, 4.818256], [-3.855696, -2.317659, -2.503617], [0.112879, -3.582891, 3.856335], [1.019971, -1.463466, 0.211656], [3.462061, 4.362028, 0.080711], [3.426919, -2.597850, 1.406482], [-1.739925, 4.809379, 0.261347], [-1.110225, -1.899578, 1.211338], [-1.168434, -5.730356, 0.638089], [0.656674, 1.149767, 0.172935], [3.320003, 0.783223, -3.365975], [-1.531316, 4.690278, -1.431703], [-5.166742, -3.945841, -0.796787], [0.895139, -3.871016, 1.756930], [-3.401434, 0.257073, -2.581260], [4.972450, 2.058192, -1.515890], [1.433930, 3.541145, 0.609717], [-0.109895, 0.898890, 2.258237], [-1.699425, -4.986684, -0.063136], [1.138524, -3.112970, 2.954118], [1.148935, 4.644248, 0.658335], [1.901801, 2.542121, -2.084166], [-1.850462, 2.121385, -0.836563], [-2.651158, 2.492221, 1.572104], [-3.445316, 3.626677, -1.245173], [-3.233615, 2.656147, -0.671016], [-0.814399, 3.055144, -0.391598], [-3.787241, 0.466584, 2.869851], [-3.846430, -5.624907, 0.802309], [2.735388, 3.243721, -1.746097], [-4.625788, 1.844706, 1.252819], [-3.544667, 2.793753, 0.924552], [-1.111265, 4.513752, -0.503577], [-3.975652, 3.832498, 1.192699], [1.754919, 0.971796, 0.491606], [2.490078, 4.289953, -2.171158], [4.033067, -3.586933, 2.599520], [0.587614, 0.740411, -0.898479], [0.149195, -1.201557, 1.307668], [0.359542, 2.636084, 0.103322], [3.998998, 1.974113, -3.742927], [-2.303124, 0.102400, -2.254800], [2.842114, 3.413178, -0.155647], [-4.026812, -3.954500, -0.885745], [-1.592896, 1.568960, -2.208517], [-0.875764, -2.148357, -2.852144], [3.549824, -4.996250, 1.858604], [-2.168319, 2.248137, -2.951410], [1.631085, 3.220015, 1.706183], [0.031750, -1.918171, -2.416885], [-0.174274, -1.152789, 3.711373], [5.328907, 1.565761, -4.094091], [0.216339, -4.139147, -1.033279], [-1.389589, 0.448494, 1.028618]], "forces_ev_per_angstrom": [[0.369, 0.146, 0.399], [2.037, 2.864, -3.183], [-0.764, 0.972, -4.087], [1.506, -2.306, 2.657], [0.595, -0.739, 4.911], [-1.250, -2.032, 3.785], [-1.235, 1.582, 0.081], [-1.400, 1.692, -2.075], [-1.434, -3.089, 3.301], [-3.636, -0.264, 0.814], [-3.310, 2.143, 3.618], [-1.935, -2.119, -0.405], [1.654, 1.030, 0.555], [3.066, -2.093, -4.117], [0.356, 3.231, -1.784], [1.046, -1.600, 1.687], [-0.858, 1.237, -1.255], [-1.971, -2.776, 0.361], [-2.547, 0.212, 1.286], [-0.986, -1.907, -1.634], [-0.220, 0.358, 0.246], [0.373, 0.384, -1.844], [-1.464, 0.144, 0.663], [-1.047, -1.862, -3.424], [1.099, -1.124, 0.872], [2.594, 1.127, -2.031], [-1.823, -0.198, 2.243], [-1.168, -1.518, -0.383], [0.299, -1.692, 1.726], [0.498, -0.024, -0.633], [3.356, 1.057, 0.017], [-0.614, 1.458, -1.454], [0.500, -1.154, -0.155], [1.003, 2.913, -1.387], [0.043, -0.186, 0.889], [1.911, 0.284, -0.480], [1.253, 2.191, 2.831], [1.897, -0.426, 0.253], [-1.847, 1.645, -1.701], [1.467, 1.009, 1.115], [-0.034, -1.065, -1.473], [-2.245, 2.076, -1.713], [-2.715, -1.614, 0.720], [-0.231, -1.792, -0.402], [1.414, 0.656, 0.466], [2.095, 1.821, -0.083], [-0.876, 0.801, -1.023], [0.469, -1.291, 0.858], [-1.373, -0.134, 1.075], [-0.899, 0.688, -0.309], [-0.576, 1.142, -1.264], [1.146, 1.215, -1.391], [0.779, 1.233, 0.191], [1.708, -0.493, 1.309], [-0.824, 0.072, -0.445], [0.729, -2.442, 0.593], [1.046, -1.539, -0.364], [-1.811, 0.771, -0.556], [0.346, -1.716, 0.475], [5.145, -0.639, -0.075], [-0.105, 0.459, 1.796], [-1.490, 1.287, -0.180], [-1.652, 0.129, -0.694], [2.143, -0.522, 0.374], [-0.271, -0.038, 0.815], [0.443, -0.441, 0.452], [4.093, -0.841, 0.690], [-1.289, -0.957, -1.238], [-1.961, 0.533, 1.473], [0.157, 2.795, 1.048], [1.247, -1.060, 0.947], [-0.447, 0.448, -1.779], [-0.589, -0.316, -0.313], [2.464, -0.895, -2.200], [-3.751, 1.132, 0.157], [-1.737, 0.278, -0.255], [2.039, -0.313, 0.042]]}

Record 3
{"formula": "C24H27F6NO2P2Ru", "method": "ωB97M-V/def2-TZVPD", "homo_energy_ev": [-13.2676, -15.2570], "spin_multiplicity": 5, "charge": 2, "species": ["C", "C", "H", "P", "H", "H", "F", "H", "C", "H", "C", "H", "C", "H", "H", "H", "H", "O", "H", "F", "H", "H", "F", "F", "C", "H", "H", "H", "H", "H", "H", "C", "H", "C", "H", "H", "C", "H", "C", "C", "C", "C", "C", "C", "H", "H", "H", "C", "F", "C", "C", "P", "O", "Ru", "H", "C", "C", "C", "C", "C", "C", "F", "N"], "xyz": [[2.917036, 1.888626, 2.893833], [2.451683, 0.437335, 3.277782], [-1.312844, -3.620351, -0.293595], [1.791088, 0.401407, -0.887122], [-1.880408, -0.777264, -3.238693], [-0.942679, -1.472125, 3.217285], [1.967779, 2.620568, 2.229440], [3.758980, 0.385977, 4.998975], [-3.745824, -0.061763, -1.887903], [1.522598, -2.664939, 2.230510], [-1.450662, -1.790476, 2.298436], [3.086950, 2.234344, -0.002547], [-2.561802, -1.893329, -0.714651], [2.039466, 0.275245, -3.328794], [3.955073, -0.404750, -1.603112], [4.476365, -0.252991, 3.489382], [-4.477723, 1.499440, -3.154296], [2.191596, -0.292834, 2.133526], [3.261614, -1.218075, 4.377981], [0.099185, 1.117854, 3.582689], [2.899604, -1.730681, -1.004566], [3.671378, -0.622010, 0.168170], [3.309421, 2.622604, 3.970791], [1.387524, 1.147809, 5.364621], [-2.105698, 2.846046, -3.655960], [-1.857637, -2.799928, 2.427329], [1.318056, 2.799349, -3.801136], [1.699315, 2.800465, -0.970712], [1.629351, -3.202203, 0.528865], [-2.971181, 3.463511, -3.907934], [-3.792396, -3.196616, 0.478948], [-1.214235, -2.541818, -0.478438], [0.751235, -0.791854, -2.636624], [1.188184, 0.217428, -2.635518], [3.161614, 2.182191, -1.797347], [-2.263393, -1.089793, 2.077148], [-2.576232, -0.761883, -1.530626], [-5.891824, -1.957518, -0.008549], [-3.773218, -2.318122, -0.169193], [0.947037, -3.037497, 1.371845], [-1.201450, 0.834911, -2.686277], [-4.958282, -0.505124, -1.293467], [-0.898556, 1.057646, 0.306649], [-0.805155, 3.267673, -3.900318], [-0.628932, 4.244741, -4.351055], [0.430000, -3.972295, 1.627802], [-0.572904, -2.350380, -1.350618], [1.177034, 0.510540, 4.185126], [0.782089, -0.765944, 4.491878], [-2.341372, 1.578711, -3.056349], [-3.586907, 0.975573, -2.820062], [-0.264534, -1.766412, 0.920788], [-1.874085, 1.644286, 0.027919], [0.627080, 0.249433, 0.965980], [-5.876779, 0.039819, -1.520590], [3.570766, -0.206701, 4.100497], [0.106758, 1.213502, -2.990872], [3.229181, -0.699258, -0.834069], [2.512275, 2.068730, -0.921349], [-4.957459, -1.612859, -0.456923], [0.304156, 2.460713, -3.583900], [4.001238, 1.800677, 2.059933], [-1.438541, -0.509362, -2.330960]], "forces_ev_per_angstrom": [[1.078, 0.611, 0.611], [-0.047, 0.649, 0.313], [0.170, 0.289, 0.098], [2.502, 0.961, -2.571], [1.025, -0.846, 0.142], [-0.210, -0.141, -0.216], [0.369, -0.696, 0.242], [0.070, -0.194, -0.104], [0.175, 0.022, 0.072], [-0.143, -0.133, -0.278], [-0.188, -0.026, 0.116], [-0.115, 0.028, -0.317], [1.272, 1.426, -0.707], [-0.092, -0.026, 0.373], [-0.161, -0.127, 0.173], [-0.173, -0.015, 0.132], [0.070, -0.078, -0.044], [-0.238, 0.067, -0.196], [0.114, 0.180, -0.037], [0.652, -0.480, -0.158], [0.203, 0.121, 0.009], [-0.077, -0.058, -0.269], [-0.604, -0.787, -1.187], [-0.272, -0.539, -1.422], [0.454, 0.980, -0.413], [0.060, 0.115, 0.084], [-0.303, -0.015, -0.048], [0.189, -0.003, 0.044], [-0.065, -0.090, 0.244], [0.411, -0.069, 0.011], [-0.118, 0.230, -0.216], [-0.045, 0.311, -0.126], [0.301, 0.310, -0.423], [-0.345, -0.004, 0.261], [-0.018, -0.044, 0.151], [0.091, -0.115, 0.138], [0.325, -1.599, 0.954], [0.282, 0.166, -0.210], [-0.167, -0.246, 0.409], [0.075, -0.021, -0.112], [1.852, 0.247, -0.366], [-0.873, -0.516, 0.617], [-3.073, 1.806, -0.966], [-1.301, 0.357, -0.105], [-0.119, -0.286, 0.096], [0.179, 0.201, -0.096], [-0.324, -0.462, 0.132], [0.124, -0.220, 1.458], [0.186, 1.063, -0.417], [0.142, 0.131, 0.134], [-1.468, 1.032, -0.076], [-1.540, -3.175, 1.062], [2.591, -1.478, 0.881], [-0.301, 2.177, 1.901], [0.202, -0.268, 0.165], [-0.095, 0.040, -0.057], [-1.002, -1.279, 1.083], [-0.068, -0.116, 0.063], [0.063, 0.291, 0.088], [-0.701, 0.752, -0.448], [0.400, 0.161, 0.000], [-1.060, 0.059, 0.565], [-0.322, -0.630, -1.235]]}

Number 1: DFT total energy -1915.1021 a.u., strongest force on any atom 1.070 eV Å⁻¹. Number 2: DFT total energy -3570.5350 a.u., strongest force on any atom 5.544 eV Å⁻¹. Number 3: DFT total energy -2512.1420 a.u., strongest force on any atom 3.714 eV Å⁻¹.